(1)
Molecular formula: C6H12O4
Method: DFT, ωB97M-V/def2-TZVPD

- SMILES: O[C@@H]1C[C@H](O)[C@@H]1[C@H]1CO1.O
- Max |F|: 0.67 eV Å⁻¹
- Lowest unoccupied orbital energy: 0.667 eV
- Net charge: 0
- Calculated total energy: -536.70433 Ha

Last column: natural (NBO) charge in e.
Geometry (Å):
O (-0.0393, -1.1220, 2.1233)  -0.712
C (-1.0541, -1.1356, 1.1456)  0.119
C (-2.1953, -0.1244, 1.4025)  -0.463
C (-1.4765, 0.8712, 0.4641)  0.104
O (-0.5514, 1.6883, 1.1558)  -0.732
C (-0.7241, -0.3335, -0.1476)  -0.291
C (0.7040, -0.1912, -0.5702)  0.062
C (1.2875, -1.0724, -1.5831)  -0.110
O (0.9328, 0.2877, -1.9010)  -0.514
H (0.1847, -0.2047, 2.3207)  0.477
H (-1.3337, -2.1861, 1.0018)  0.183
H (-3.1490, -0.4687, 0.9820)  0.219
H (-2.3428, 0.1981, 2.4423)  0.215
H (-2.0975, 1.4702, -0.2185)  0.171
H (-1.0334, 2.3087, 1.7096)  0.478
H (-1.3159, -0.7403, -0.9794)  0.224
H (1.3860, 0.2445, 0.1647)  0.215
H (2.3538, -1.3066, -1.5322)  0.191
H (0.6577, -1.8224, -2.0679)  0.187
O (3.3714, 1.5656, -1.8351)  -0.968
H (2.4626, 1.2057, -1.9669)  0.488
H (3.9728, 0.8682, -2.1105)  0.457



(2)
Molecular formula: C6H12O4
Method: DFT, ωB97M-V/def2-TZVPD

- SMILES: O[C@@H]1C[C@H](O)[C@@H]1[C@H]1CO1.O
- Max |F|: 1.94 eV Å⁻¹
- Lowest unoccupied orbital energy: 0.656 eV
- Net charge: 0
- Calculated total energy: -536.69745 Ha

Last column: natural (NBO) charge in e.
Geometry (Å):
O (-0.4164, -1.0713, 5.7725)  -0.712
C (0.4324, -0.0662, 5.2667)  0.119
C (1.9370, -0.3250, 5.5118)  -0.463
C (2.0254, -0.9396, 4.0965)  0.103
O (1.7520, -2.3281, 4.0964)  -0.733
C (0.7309, -0.1716, 3.7422)  -0.290
C (-0.2897, -0.7962, 2.8433)  0.064
C (-1.2538, 0.0336, 2.1135)  -0.119
O (-0.1023, -0.5968, 1.4388)  -0.513
H (-0.0455, -1.9312, 5.5407)  0.477
H (0.0220, 0.8904, 5.6116)  0.183
H (2.5057, 0.6105, 5.5892)  0.219
H (2.1926, -0.9851, 6.3520)  0.215
H (2.9193, -0.7142, 3.4961)  0.171
H (2.4784, -2.7914, 4.5224)  0.478
H (0.9988, 0.8243, 3.3625)  0.224
H (-0.6034, -1.8122, 3.0982)  0.216
H (-2.2807, -0.3314, 2.0314)  0.206
H (-1.1664, 1.1224, 2.1614)  0.188
O (-1.6319, -2.4460, 0.2959)  -0.984
H (-0.8619, -1.8219, 0.5296)  0.493
H (-2.3282, -1.9045, -0.0847)  0.458



(3)
Molecular formula: C6H12O5
Method: DFT, ωB97M-V/def2-TZVPD

- SMILES: O[C@H]1[C@@H](O)[C@@H](O)C[C@@H](O)[C@H]1O
- Max |F|: 4.47 eV Å⁻¹
- Lowest unoccupied orbital energy: 0.320 eV
- Net charge: 0
- Calculated total energy: -611.93135 Ha

Last column: natural (NBO) charge in e.
Geometry (Å):
C (-1.2440, -1.0127, -0.4197)  0.079
C (-0.0165, -1.7198, 0.1656)  -0.441
C (1.2622, -1.0700, -0.5236)  0.092
C (1.3212, 0.4339, -0.4552)  0.028
C (0.0200, 1.2380, -0.8504)  0.080
C (-1.2061, 0.5419, -0.1544)  0.051
H (-3.0852, -1.7732, -0.7348)  0.472
H (-1.3269, -1.1527, -1.5000)  0.168
H (0.1155, -1.6019, 1.2980)  0.234
H (-0.0757, -2.7233, -0.0349)  0.216
H (1.2599, -1.4528, -1.5970)  0.190
H (2.7211, -0.9242, 0.9909)  0.501
H (2.0415, 0.8295, -1.2949)  0.169
H (1.5264, 1.8139, 0.6663)  0.488
H (-0.1621, 1.1946, -2.0502)  0.191
H (-0.4468, 2.6686, 0.5312)  0.508
H (-2.0463, 0.8558, -0.7054)  0.164
H (-2.3262, 0.7886, 1.5051)  0.499
O (-2.5239, -1.5173, 0.1286)  -0.737
O (2.4101, -1.5802, 0.2744)  -0.746
O (1.6329, 0.8420, 0.8677)  -0.719
O (-0.0998, 2.6152, -0.4254)  -0.747
O (-1.2962, 1.0165, 1.1987)  -0.738



(4)
Molecular formula: C6H12O6S
Method: DFT, ωB97M-V/def2-TZVPD

- Max |F|: 5.36 eV Å⁻¹
- Lowest unoccupied orbital energy: -0.436 eV
- Net charge: 0
- Calculated total energy: -1085.29460 Ha

Last column: natural (NBO) charge in e.
Geometry (Å):
C (3.4162, 0.2785, 0.5196)  -0.681
C (-2.0613, -2.1975, -1.0515)  -0.086
C (1.3968, 2.8497, 0.5283)  0.000
C (-2.2756, -1.2014, 0.2310)  -0.050
C (1.3704, 2.3535, -0.7270)  0.061
C (-1.9907, 0.2451, -0.2645)  0.456
O (1.2042, -0.9345, 0.4655)  -0.990
O (-2.4732, -3.5770, -0.8698)  -0.715
O (0.9841, 1.9742, 1.5822)  -0.737
O (-1.4000, -1.5061, 1.3053)  -0.734
O (0.8512, 1.1531, -1.1759)  -0.708
O (-1.3020, 0.9988, 0.3727)  -0.563
S (2.2004, -0.3314, 1.4151)  1.210
H (3.4500, 0.3151, -0.4834)  0.228
H (-2.7934, -1.7347, -1.7552)  0.178
H (-0.9126, -2.2269, -1.3320)  0.184
H (1.9191, 3.6825, 0.8900)  0.199
H (-3.3105, -1.4660, 0.5957)  0.221
H (1.3161, 3.0944, -1.5422)  0.194
H (-2.3943, 0.4276, -1.2898)  0.126
H (-1.8067, -3.9935, -0.3019)  0.475
H (0.1859, 1.5746, 1.2328)  0.504
H (-0.4815, -1.1916, 1.0148)  0.497
H (0.6972, 0.5362, -0.4304)  0.493
H (4.2101, 0.8774, 1.0709)  0.238



(5)
Molecular formula: C6H12P
Method: DFT, ωB97M-V/def2-TZVPD

- Max |F|: 6.07 eV Å⁻¹
- Lowest unoccupied orbital energy: -3.538 eV
- Net charge: +1
- Calculated total energy: -576.78435 Ha

Last column: natural (NBO) charge in e.
Geometry (Å):
C (-0.1698, 0.6836, -1.6445)  -0.417
C (0.6909, 0.5900, -0.6246)  -0.113
C (2.1808, -0.8233, 0.6554)  -0.602
C (-1.8087, -1.7254, -0.0340)  -0.716
C (-1.9627, 1.5463, 0.5818)  -0.925
C (2.0784, 0.5146, -0.1847)  -0.477
P (-0.9980, 0.1953, -0.1372)  1.202
H (-0.1615, 0.8364, -2.7641)  0.289
H (3.1721, -0.9861, 1.2049)  0.247
H (2.1411, -1.6310, 0.0603)  0.210
H (1.4930, -0.9485, 1.4921)  0.215
H (-0.9794, -2.3142, -0.6503)  0.265
H (-2.6252, -1.5119, -0.6375)  0.243
H (-1.7226, -1.8129, 1.0622)  0.262
H (-2.2857, 1.3157, 1.4964)  0.255
H (-2.8137, 1.7600, -0.1953)  0.278
H (-1.3718, 2.3306, 0.8434)  0.269
H (2.6393, 0.6038, -1.0297)  0.246
H (2.5035, 1.3771, 0.5055)  0.268



(6)
Molecular formula: C6H12P2
Method: DFT, ωB97M-V/def2-TZVPD

- Max |F|: 3.46 eV Å⁻¹
- Lowest unoccupied orbital energy (alpha / beta): -0.657 / 0.414 eV
- Net charge: 0
- Calculated total energy: -918.31320 Ha

Last column: natural (NBO) charge in e.
Geometry (Å):
C (-0.4888, -0.0770, -0.8726)  -0.477
C (-0.4364, 0.9758, 0.1513)  -0.528
C (-0.3054, -0.2291, -2.3469)  -0.637
C (-0.1183, 2.4271, 0.0312)  -0.625
C (2.1739, -0.0956, -0.1746)  -0.949
C (-1.4636, -2.5712, 2.8905)  -0.494
P (0.5627, -0.5483, 0.6029)  0.708
P (-2.0129, 0.0587, 0.2423)  0.505
H (-0.6605, -1.2550, -2.6693)  0.227
H (0.7368, -0.1424, -2.7426)  0.219
H (-0.8451, 0.5156, -2.8515)  0.220
H (0.1989, 2.9187, 0.9928)  0.222
H (-0.9563, 3.0224, -0.3575)  0.224
H (0.6407, 2.5617, -0.6222)  0.207
H (2.9772, 0.0725, 0.4345)  0.232
H (2.0774, 0.9587, -0.5188)  0.225
H (2.2855, -0.8836, -0.8790)  0.230
H (-0.6729, -2.6052, 2.1947)  0.167
H (-1.3155, -3.0836, 3.8029)  0.155
H (-2.3773, -2.0202, 2.6918)  0.168



(7)
Molecular formula: C6H12S
Method: DFT, ωB97M-V/def2-TZVPD

- SMILES: C[C@@H]1[C@H](C)[C@@H]1CS
- Max |F|: 6.24 eV Å⁻¹
- Lowest unoccupied orbital energy: 0.795 eV
- Net charge: 0
- Calculated total energy: -633.87524 Ha

Last column: natural (NBO) charge in e.
Geometry (Å):
C (-1.5717, -1.1945, -0.5909)  -0.639
C (-1.0032, -0.6189, 0.6445)  -0.212
C (-0.5847, 0.7218, 0.7781)  -0.245
C (-0.4981, 1.7934, -0.2994)  -0.634
C (0.4882, -0.4045, 0.8776)  -0.237
C (1.6289, -0.6552, -0.1368)  -0.560
H (-2.6771, -1.1106, -0.8897)  0.227
H (-1.3008, -2.3319, -0.8623)  0.220
H (-1.2600, -0.4241, -1.3845)  0.208
H (-1.4103, -1.2642, 1.6431)  0.199
H (-0.8835, 1.1797, 1.7992)  0.219
H (-1.4581, 2.1102, -0.7730)  0.233
H (0.0954, 1.4008, -1.2672)  0.198
H (0.3299, 2.5721, 0.0519)  0.237
H (0.5778, -0.8191, 1.9349)  0.225
H (1.6450, -1.7717, -0.2504)  0.234
H (1.3468, -0.3158, -1.1041)  0.221
H (3.2071, 1.2744, -0.2227)  0.130
S (3.3284, -0.1419, 0.0516)  -0.022



(8)
Molecular formula: C6H12S
Method: DFT, ωB97M-V/def2-TZVPD

- SMILES: C=[S@@]1(C)=CCCC1
- Max |F|: 2.01 eV Å⁻¹
- Lowest unoccupied orbital energy: 0.571 eV
- Net charge: 0
- Calculated total energy: -633.77425 Ha

Last column: natural (NBO) charge in e.
Geometry (Å):
C (-0.1318, 1.3292, 0.5893)  -0.762
C (2.6419, 0.7144, -0.9795)  -0.623
C (-1.5824, 0.9264, 0.6192)  -0.421
C (-1.8599, 0.0371, -0.6091)  -0.425
C (-0.7378, -0.9726, -0.6822)  -0.541
C (1.3189, -0.9955, 1.2362)  -0.770
S (0.7384, 0.0877, -0.1400)  1.037
H (0.1229, 2.2960, 0.1953)  0.233
H (3.0361, -0.2741, -1.2527)  0.136
H (2.2622, 1.1805, -1.8957)  0.141
H (-1.7952, 0.3401, 1.5201)  0.184
H (-2.2330, 1.7999, 0.6286)  0.226
H (-2.8295, -0.4518, -0.5313)  0.221
H (-1.8559, 0.6584, -1.5065)  0.209
H (-0.8548, -1.7948, 0.0160)  0.219
H (-0.5349, -1.3421, -1.6837)  0.234
H (2.2473, -0.5607, 1.5872)  0.253
H (0.5665, -0.9728, 2.0158)  0.233
H (1.4811, -2.0053, 0.8731)  0.215



(9)
Molecular formula: C6H12S
Method: DFT, ωB97M-V/def2-TZVPD

- SMILES: CS1(C)=CCCC=1
- Max |F|: 1.12 eV Å⁻¹
- Lowest unoccupied orbital energy: 0.325 eV
- Net charge: 0
- Calculated total energy: -633.78521 Ha

Last column: natural (NBO) charge in e.
Geometry (Å):
C (0.0051, -0.1340, -1.2663)  -0.700
C (0.2049, 1.5172, 0.8153)  -0.437
C (0.7133, 1.1589, -1.5235)  -0.413
C (0.1069, 2.1559, -0.5294)  -0.503
C (0.8536, -1.1954, 1.5437)  -0.795
C (-1.4853, -1.8323, 0.2437)  -0.754
S (-0.3313, -0.3608, 0.3535)  1.027
H (0.2208, -1.0049, -1.8609)  0.213
H (-0.5487, 1.8878, 1.5193)  0.159
H (1.7953, 1.0933, -1.3427)  0.186
H (0.5630, 1.4729, -2.5587)  0.213
H (-0.9143, 2.4228, -0.8353)  0.187
H (0.6935, 3.0772, -0.4961)  0.245
H (1.8364, -0.7890, 1.3414)  0.247
H (0.5396, -0.9201, 2.5434)  0.229
H (0.8343, -2.2704, 1.4069)  0.207
H (-1.7321, -2.1639, 1.2465)  0.220
H (-2.3701, -1.4994, -0.2855)  0.238
H (-0.9849, -2.6159, -0.3151)  0.230



(10)
Molecular formula: C6H12Si
Method: DFT, ωB97M-V/def2-TZVPD

- Max |F|: 5.97 eV Å⁻¹
- Lowest unoccupied orbital energy: 0.899 eV
- Net charge: 0
- Calculated total energy: -525.11904 Ha

Last column: natural (NBO) charge in e.
Geometry (Å):
C (-3.1746, -0.1339, -0.1880)  -0.482
C (-2.3689, 0.0520, 0.8129)  -0.128
C (-0.2096, -0.9994, -0.9598)  -0.848
C (-0.4471, -0.9246, 0.5531)  -0.640
C (1.0104, 1.9261, -0.3141)  -1.069
C (2.7197, -0.5729, 0.5277)  -1.093
Si (1.0180, 0.0693, -0.0026)  1.499
H (-4.0399, 0.6357, -0.3053)  0.209
H (-3.0670, -0.9767, -0.8962)  0.217
H (-2.1405, 0.8242, 1.5209)  0.197
H (-0.1492, -2.0643, -1.2784)  0.231
H (-0.8848, -0.5282, -1.4985)  0.219
H (-0.4437, -1.8268, 1.2943)  0.242
H (0.5808, 2.4335, 0.6409)  0.242
H (1.9524, 2.2156, -0.3941)  0.226
H (0.3442, 2.1013, -1.1505)  0.250
H (3.4635, -0.5094, -0.2534)  0.241
H (3.1271, -0.0385, 1.3136)  0.236
H (2.7092, -1.6830, 0.5774)  0.251



(11)
Molecular formula: C6H13BN2O3P2
Method: DFT, ωB97M-V/def2-TZVPD

- SMILES: NP(O)[PH2](CB(O)O)c1ccncc1
- Max |F|: 2.30 eV Å⁻¹
- Lowest unoccupied orbital energy: 0.115 eV
- Net charge: 0
- Calculated total energy: -1279.24330 Ha

Last column: natural (NBO) charge in e.
Geometry (Å):
N (-1.5490, 3.2417, 0.8156)  -1.148
P (-1.4903, 2.3558, -0.6966)  0.855
O (-0.6892, 3.3310, -1.7924)  -0.963
P (-0.0989, 0.5691, -0.4223)  0.765
C (-1.5436, -0.5802, -0.6345)  -1.114
B (-2.3531, -0.6524, 0.7323)  1.144
O (-1.7827, -1.0856, 1.9418)  -0.918
O (-3.6593, -0.2534, 0.7806)  -0.876
C (1.2088, -0.7928, -0.3089)  -0.309
C (1.0072, -2.0388, 0.2757)  -0.275
C (2.0582, -2.9122, 0.3004)  0.033
N (3.2847, -2.7022, -0.1457)  -0.403
C (3.4788, -1.5161, -0.7016)  0.042
C (2.4699, -0.5901, -0.7869)  -0.277
H (-1.0106, 2.7264, 1.5152)  0.360
H (-1.1142, 4.1482, 0.6572)  0.384
H (0.1710, 3.5906, -1.4221)  0.465
H (0.6831, 1.1382, -1.5041)  -0.051
H (0.2204, 0.9652, 0.9378)  -0.083
H (-2.2135, -0.0976, -1.3465)  0.284
H (-1.2840, -1.5491, -1.0590)  0.279
H (-1.0869, -0.4485, 2.1534)  0.490
H (-3.7729, 0.2208, 1.6138)  0.501
H (0.0422, -2.3021, 0.6810)  0.228
H (1.8682, -3.8919, 0.7360)  0.188
H (4.4555, -1.2510, -1.0873)  0.193
H (2.7000, 0.3770, -1.2329)  0.206



(12)
Molecular formula: C6H13BO2
Method: DFT, ωB97M-V/def2-TZVPD

- Max |F|: 4.15 eV Å⁻¹
- Lowest unoccupied orbital energy: 0.384 eV
- Net charge: 0
- Calculated total energy: -411.74640 Ha

Last column: natural (NBO) charge in e.
Geometry (Å):
B (-1.1359, -0.4033, -1.3088)  1.018
C (0.9890, -0.9296, 0.2462)  -0.468
C (0.3171, -0.1167, -0.9145)  -0.342
C (0.2331, -0.0582, 1.0936)  0.137
C (1.0968, 0.7219, -1.8654)  -0.636
C (0.9748, 1.2428, 1.7107)  -0.640
C (-0.9207, -0.6199, 1.9434)  -0.657
O (-1.9294, -1.3176, -0.7111)  -0.865
O (-1.4843, 0.4304, -2.3808)  -0.866
H (0.7474, -2.0592, 0.2369)  0.205
H (1.9900, -0.7663, 0.2290)  0.210
H (0.4995, 1.5841, -2.3071)  0.229
H (1.4794, 0.1886, -2.7154)  0.217
H (1.9958, 1.1693, -1.4420)  0.201
H (0.4214, 2.1986, 1.4451)  0.225
H (2.0089, 1.2577, 1.2179)  0.210
H (1.1300, 1.1335, 2.7936)  0.214
H (-1.5765, 0.1519, 2.3405)  0.216
H (-0.3550, -1.0448, 2.7946)  0.216
H (-1.4962, -1.4937, 1.5046)  0.249
H (-2.7141, -1.2861, -1.2353)  0.470
H (-2.2710, 0.0166, -2.6756)  0.456



The following ΔE to the lowest compared entry with this formula, charge and spin values (in eV) correspond, in order, to the records above: 2.743 2.931 2.231 2.657 3.501 3.708 2.977 5.725 5.427 4.949 0.000 0.995.